[1]
Below is 2 unconnected molecules or ions with the total composition C7H16Cl3O4P at a distorted geometry, with properties calculated with ωB97M-V with the def2-TZVPD basis set.

Properties
Highest occupied orbital energy: -0.3957 Ha
SMILES string: CCOP(=O)(OCC)OCC.ClC(Cl)Cl
Frontier orbital gap: 11.5 eV
E_LUMO: 0.726 eV
F_max: 1.29 eV/Å

Geometry as XYZ:
```
31
Properties=species:S:1:pos:R:3:forces:R:3
C 24.6506 1.9371 -7.1029 -0.2 0.9 -0.9
C 24.9616 2.3392 -5.6798 0.0 -0.7 -0.1
O 24.2447 3.5186 -5.3032 -0.1 0.4 -0.2
P 24.9931 4.7495 -4.6271 0.4 -0.4 0.6
O 24.1024 5.9045 -4.4473 0.1 -0.3 -0.2
O 26.3066 4.9520 -5.5059 -0.3 0.0 0.6
C 26.1472 5.6174 -6.7607 0.0 0.7 -0.8
C 27.4821 6.1492 -7.2316 0.5 -0.6 0.3
O 25.6438 4.1743 -3.2833 0.0 -0.2 -0.9
C 24.7624 4.0259 -2.1384 0.2 1.3 0.0
C 23.6126 3.0716 -2.3496 -0.2 0.4 0.6
H 23.6401 1.5547 -7.2465 0.1 -0.4 0.3
H 24.6725 2.8016 -7.7790 0.2 0.1 0.3
H 25.4047 1.2709 -7.5188 -0.1 -0.4 0.3
H 24.6412 1.5369 -5.0141 0.1 0.1 0.2
H 26.0348 2.4733 -5.5594 0.0 0.2 0.1
H 25.7428 4.9353 -7.5130 -0.1 -0.2 0.2
H 25.4555 6.4580 -6.6625 -0.1 -0.2 0.1
H 28.2360 5.3576 -7.1745 -0.1 0.0 0.0
H 27.4443 6.4507 -8.2765 -0.2 0.2 0.1
H 27.8311 6.9605 -6.5943 -0.1 0.1 -0.1
H 25.4229 3.8810 -1.2863 0.0 -0.6 -0.1
H 24.3727 5.0389 -1.9908 -0.3 -0.2 0.2
H 23.0200 3.0764 -1.4311 0.0 0.0 0.0
H 22.9842 3.5133 -3.1214 -0.2 -0.4 -0.1
H 23.8594 2.0329 -2.5547 0.3 0.1 -0.2
C 21.1827 6.3696 -2.9962 0.7 0.0 0.1
Cl 21.4708 6.3613 -1.2322 0.0 -0.2 -0.3
Cl 20.4591 7.8800 -3.4616 -0.4 0.5 -0.2
Cl 20.2309 4.9956 -3.5207 -0.2 -0.2 0.1
H 22.1426 6.3094 -3.5036 0.1 -0.1 0.2
```
Forces are in eV/Å.

Atom charges from the Mulliken analysis, given in e for atoms 1 to 2: -1.221, -0.145

[2]
Below is 2 unconnected molecules or ions with the total composition C25H19N3O5 at a distorted geometry, with properties calculated with ωB97M-V with the def2-TZVPD basis set.

Properties
Highest occupied orbital energy: -0.2663 Ha
Relative energy (zero: lowest compared OMol25 entry of this formula, charge and spin): 431.55 kJ/mol
Frontier orbital gap: 5.8 eV
E_LUMO: -1.450 eV
F_max: 1.87 eV/Å

Geometry as XYZ:
```
52
Properties=species:S:1:pos:R:3:forces:R:3
C 4.7896 -0.8367 -1.9829 0.3 -0.1 0.0
C 4.6191 0.5308 -1.9009 0.1 0.1 -0.1
C 3.3593 1.0558 -1.7222 -0.4 0.2 0.1
C 2.2558 0.2196 -1.6134 0.1 -0.6 -0.1
C 0.9099 0.8252 -1.4367 -1.0 0.1 0.0
C -0.2184 0.1124 -1.8800 0.8 -0.7 -0.2
N -1.5164 0.5946 -1.8551 -0.5 0.7 0.1
C -1.7570 1.9380 -1.7684 0.7 -0.9 -0.2
C -3.0237 2.4677 -1.7720 -1.3 -0.4 0.0
C -4.1051 1.6305 -1.8130 0.0 0.3 0.1
C -3.9239 0.2352 -1.8340 0.4 0.1 0.0
C -2.6162 -0.2971 -1.8870 0.0 0.6 0.2
C -2.4550 -1.6884 -1.8635 0.4 -0.2 0.0
C -3.5380 -2.5199 -1.7563 0.3 0.1 0.1
C -4.8266 -1.9935 -1.6747 -0.5 0.2 0.1
C -5.0197 -0.6433 -1.7255 0.2 -0.2 0.0
O 0.8179 1.9406 -0.9081 0.4 1.1 0.5
C 2.4431 -1.1598 -1.6824 -0.2 0.3 0.0
C 3.7039 -1.6809 -1.8658 0.1 -0.3 -0.1
H 5.7737 -1.2438 -2.1378 0.2 -0.1 0.0
H 5.4634 1.1925 -1.9962 0.2 0.1 0.0
H 3.2004 2.1210 -1.6734 0.0 0.1 0.1
H -0.0532 -0.8592 -2.3031 -0.4 0.0 -0.1
H -0.9016 2.5859 -1.7264 0.3 -0.3 0.0
H -3.1684 3.5341 -1.7108 0.2 0.1 0.0
H -5.1071 2.0202 -1.7849 -0.2 0.1 0.0
H -1.4681 -2.1146 -1.8811 0.1 -0.1 0.0
H -3.3887 -3.5844 -1.6776 0.1 -0.1 -0.1
H -5.6693 -2.6505 -1.5305 -0.1 -0.1 -0.1
H -6.0067 -0.2224 -1.6377 -0.2 0.1 0.0
H 1.6006 -1.8236 -1.5831 -0.1 -0.1 0.1
H 3.8387 -2.7479 -1.9441 0.0 -0.2 0.1
O 4.8433 -0.7139 4.6807 -1.2 -0.7 -0.6
N 3.9748 -1.4877 4.2643 1.6 -0.7 0.7
O 4.0868 -2.7178 4.3082 -0.4 1.5 -0.2
C 2.7557 -0.9225 3.6966 -0.6 0.2 -0.3
C 1.7450 -1.7618 3.2745 0.4 -0.7 0.1
C 0.5811 -1.2393 2.7680 -0.3 0.3 -0.1
C 0.3936 0.1380 2.6591 0.4 0.0 0.1
C -0.8797 0.6364 2.1595 -0.5 0.1 -0.2
C -1.1575 1.8672 1.7372 0.6 -0.5 0.3
N -2.5098 2.2014 1.3535 -1.6 0.3 -0.3
O -2.7909 3.3876 1.1461 0.8 -1.2 0.3
O -3.3455 1.2935 1.2641 0.9 0.8 0.1
C 1.4285 0.9739 3.0772 -0.2 -0.1 -0.1
C 2.5909 0.4460 3.5908 0.7 0.2 0.3
H 1.8787 -2.8284 3.3560 0.0 -0.1 0.0
H -0.2072 -1.8979 2.4465 -0.1 -0.2 0.0
H -1.6850 -0.0796 2.1397 -0.2 -0.1 0.0
H -0.4125 2.6366 1.6670 -0.3 0.5 -0.2
H 1.3089 2.0413 3.0127 0.1 0.2 0.0
H 3.3883 1.0884 3.9268 0.1 0.1 0.0
```
Forces are in eV/Å.

Atom charges from the Mulliken analysis, given in e for atoms 1 to 2: -0.384, -0.574

[3]
Below is a single C2H2S molecule at a distorted geometry, with properties calculated with ωB97M-V with the def2-TZVPD basis set.

Properties
Highest occupied orbital energy (alpha / beta): -0.3361 / -0.3285 Ha
Relative energy (zero: lowest compared OMol25 entry of this formula, charge and spin): 533.56 kJ/mol
SMILES string: C#S#C
Frontier orbital gap (alpha / beta): 7.4 / 7.1 eV
E_LUMO (alpha / beta): -1.790 / -1.846 eV
F_max: 2.46 eV/Å

Geometry as XYZ:
```
5
Properties=species:S:1:pos:R:3:forces:R:3
C -0.2228 1.4450 0.0677 1.8 -0.8 -0.3
C -0.3549 -1.3702 0.0891 1.8 -0.2 -0.8
S -1.1944 0.0597 -0.1959 1.0 0.5 0.6
H 0.9572 1.2258 0.1344 -2.5 0.1 -0.1
H 0.8149 -1.3603 -0.0954 -2.2 0.4 0.5
```
Forces are in eV/Å.

Atom charges from the Mulliken analysis, given in e for atoms 1 to 2: -0.281, -0.290

[4]
Below is a molecular structure, C12H36AlO6S6 at a distorted geometry, with properties calculated with ωB97M-V with the def2-TZVPD basis set.

Properties
Net charge: +3
Highest occupied orbital energy: -0.6193 Ha
Relative energy (zero: lowest compared OMol25 entry of this formula, charge and spin): 1109.86 kJ/mol
Frontier orbital gap: 3.3 eV
E_LUMO: -13.574 eV
F_max: 3.00 eV/Å

Geometry as XYZ:
```
61
Properties=species:S:1:pos:R:3:forces:R:3
Al 0.6718 1.8649 0.1658 -0.4 -2.1 0.0
C -3.3925 -1.4551 -0.7058 -0.2 -0.3 0.3
S -3.1365 0.2602 -1.1953 -1.2 1.4 0.4
O -2.0144 0.8798 -0.4019 0.0 -0.2 0.5
C -4.6486 1.0277 -0.3544 0.6 0.1 -0.1
H -2.4774 -1.8179 -0.2378 0.1 0.0 -0.4
H -3.6845 -1.9922 -1.6082 0.4 -0.1 0.0
H -4.2007 -1.6391 0.0021 -0.1 0.5 0.1
H -4.7800 2.0906 -0.5567 0.7 0.0 -0.4
H -4.3499 0.9434 0.6905 -0.4 -0.2 0.1
H -5.6228 0.6025 -0.5957 0.3 -0.7 0.0
C 4.1552 -2.2594 -0.1797 -0.3 0.9 -1.0
S 3.1554 -1.6723 1.2370 -1.5 0.6 -1.3
O 2.4358 -0.3240 0.8843 1.4 -2.1 0.2
C 1.9657 -3.1249 1.2578 0.7 0.7 -0.1
H 5.0082 -2.9129 0.0030 -0.3 -0.1 0.7
H 4.5563 -1.3738 -0.6725 0.1 0.3 0.4
H 3.5150 -2.6898 -0.9497 -0.3 -0.3 0.3
H 1.3305 -3.2477 0.3805 0.0 0.8 -0.1
H 1.3749 -3.0403 2.1699 0.2 -0.3 -0.1
H 2.6120 -4.0010 1.2050 0.1 0.0 0.7
C -2.5450 -0.8641 2.7643 -0.2 -2.1 -0.2
S -0.8508 -1.5290 2.4807 -0.3 2.6 1.0
O -0.1767 -0.5299 1.5497 -0.1 -0.5 -0.3
C -0.2094 -1.0936 4.1391 0.7 0.2 0.3
H -3.1786 -1.3670 2.0338 0.1 0.7 -0.6
H -2.6488 0.2202 2.8047 0.4 -0.2 0.0
H -2.9091 -1.4288 3.6225 0.2 0.6 0.7
H 0.8791 -1.1038 4.1950 0.2 -0.5 -0.7
H -0.5219 -1.7445 4.9556 -0.5 -0.1 -0.3
H -0.4108 -0.0452 4.3594 -0.7 -0.1 -0.2
C 1.1033 2.9737 4.9188 -0.3 -2.0 -0.2
S 2.2352 1.7379 4.0936 -0.5 2.9 0.2
O 1.8290 1.7702 2.6359 -0.6 -0.4 -0.7
C 3.6875 2.7617 4.2459 1.2 -0.9 -0.2
H 0.1896 2.3848 4.8380 -0.5 0.6 0.0
H 1.0496 3.9122 4.3671 0.2 -0.2 0.1
H 1.3077 3.0530 5.9866 0.3 0.2 -0.2
H 4.4840 2.0962 3.9130 0.3 0.2 0.1
H 3.8593 3.0105 5.2931 -0.1 -0.1 0.0
H 3.7317 3.6506 3.6167 -0.6 0.0 0.0
C -1.6649 1.7531 -4.2348 0.0 1.2 -0.9
S -0.6878 3.2222 -3.8337 0.5 -1.4 2.3
O -0.2986 3.0212 -2.3107 0.2 0.7 -2.0
C 0.7129 2.9031 -5.0033 0.1 -0.2 0.5
H -2.6580 1.8387 -3.7937 0.3 -0.1 0.1
H -1.1574 0.8047 -4.0584 0.1 0.3 0.4
H -1.7308 1.9431 -5.3061 -0.5 -0.5 -0.3
H 1.5935 3.4536 -4.6722 0.0 -0.3 0.4
H 0.6004 3.2109 -6.0428 -1.0 0.4 0.1
H 0.7996 1.8167 -5.0226 0.5 0.1 0.2
C 0.9041 -1.1579 -4.2478 0.2 0.6 0.3
S 0.6609 -1.4819 -2.4789 -0.8 0.1 -0.4
O 0.0722 -0.1831 -1.9418 0.3 -0.5 0.0
C -0.6566 -2.7466 -2.6226 0.0 -0.7 -0.2
H 1.1568 -2.0649 -4.7969 0.0 0.1 0.1
H 1.6924 -0.4063 -4.2910 0.4 -0.4 0.0
H 0.0463 -0.6144 -4.6438 -0.3 -0.6 0.0
H -1.5614 -2.4135 -3.1310 0.1 0.5 0.3
H -0.8701 -3.2844 -1.6988 -0.1 0.8 0.4
H -0.3322 -3.5983 -3.2206 0.7 0.3 -0.4
```
Forces are in eV/Å.

Atom charges from the Mulliken analysis, given in e for atoms 1 to 2: 1.440, -0.859

[5]
Below is 2 unconnected molecules or ions with the total composition C5H15NO2 at a distorted geometry, with properties calculated with ωB97M-V with the def2-TZVPD basis set.

Properties
Highest occupied orbital energy: -0.3412 Ha
Relative energy (zero: lowest compared OMol25 entry of this formula, charge and spin): 104.58 kJ/mol
SMILES string: CCCNCCO.O
Frontier orbital gap: 10.0 eV
E_LUMO: 0.722 eV
F_max: 1.22 eV/Å

Geometry as XYZ:
```
23
Properties=species:S:1:pos:R:3:forces:R:3
C -1.9864 0.5056 0.3636 -0.3 0.8 -0.2
C -2.5230 1.5863 -0.5895 0.1 -0.4 0.3
C -0.6642 -0.0780 -0.0816 0.4 0.2 0.5
N 0.4335 0.8955 -0.0053 -0.2 0.2 0.0
C 1.5913 0.4855 0.7680 0.4 -0.5 0.1
C 2.5467 -0.2617 -0.1514 0.2 0.7 -1.0
O 3.0333 0.5937 -1.2024 -0.4 -0.2 0.4
H -2.7183 -0.2866 0.4879 -0.1 -0.1 0.0
H -1.8683 0.9822 1.3425 0.1 -0.2 0.1
H -3.3850 2.0747 -0.1446 -0.1 0.2 0.0
H -1.7563 2.3328 -0.7908 0.0 0.1 -0.1
H -2.8393 1.1546 -1.5324 0.0 -0.1 -0.2
H -0.4200 -0.8951 0.5965 0.0 -0.3 0.0
H -0.7371 -0.4761 -1.0890 -0.1 -0.2 -0.2
H 0.0834 1.7785 0.3342 0.0 0.0 0.0
H 2.0775 1.3674 1.1690 0.2 0.2 0.0
H 1.3652 -0.1805 1.6245 -0.2 0.2 -0.2
H 3.4535 -0.6411 0.3095 -0.2 -0.1 0.4
H 1.9784 -1.0755 -0.6137 0.1 -0.3 0.1
H 2.2501 1.0452 -1.5460 0.0 0.0 0.0
H 0.1475 -3.4017 -0.5106 0.0 0.2 0.3
H -0.0221 -3.5046 1.0434 0.1 0.1 -0.3
O -0.0405 -4.0012 0.2181 -0.1 -0.3 0.0
```
Forces are in eV/Å.

Atom charges from the Mulliken analysis, given in e for atoms 1 to 2: -0.669, -1.106

[6]
Below is 2 unconnected molecules or ions with the total composition C5H9N at a distorted geometry, with properties calculated with ωB97M-V with the def2-TZVPD basis set.

Properties
Highest occupied orbital energy (alpha / beta): -0.3617 / -0.3649 Ha
Relative energy (zero: lowest compared OMol25 entry of this formula, charge and spin): 469.62 kJ/mol
Frontier orbital gap (alpha / beta): 8.7 / 8.8 eV
E_LUMO (alpha / beta): -1.108 / -1.114 eV
F_max: 1.12 eV/Å

Geometry as XYZ:
```
15
Properties=species:S:1:pos:R:3:forces:R:3
C -2.2063 0.1267 0.2407 0.0 0.0 0.0
C -0.9736 -0.6627 -0.1896 0.0 -0.1 -0.1
C 0.3027 -0.2119 0.5348 0.0 0.0 0.0
C 3.0509 -0.5034 -0.7477 0.2 0.5 -0.1
C 0.6409 1.1870 0.2385 0.2 0.9 -0.2
N 0.9067 2.2835 -0.0201 -0.3 -1.1 0.2
H -2.3781 0.0290 1.3191 0.0 0.0 -0.1
H -2.0925 1.1923 0.0130 0.0 -0.2 0.0
H -3.1011 -0.2353 -0.2750 0.1 0.1 0.1
H -1.1120 -1.7293 0.0196 0.0 0.1 0.0
H -0.8214 -0.5695 -1.2711 0.0 0.0 0.2
H 0.1886 -0.3125 1.6206 0.0 0.0 -0.1
H 1.1565 -0.8463 0.2412 -0.2 0.1 0.1
H 2.7902 0.1227 -1.6301 0.0 -0.3 0.1
H 3.5737 0.2331 -0.0977 -0.1 -0.3 0.0
```
Forces are in eV/Å.

Atom charges from the Mulliken analysis, given in e for atoms 1 to 2: -1.132, -0.446

What did the first record say?
Below is 2 unconnected molecules or ions with the total composition C7H16Cl3O4P at a distorted geometry, with properties calculated with ωB97M-V with the def2-TZVPD basis set.

Properties
Highest occupied orbital energy: -0.3957 Ha
SMILES string: CCOP(=O)(OCC)OCC.ClC(Cl)Cl
Frontier orbital gap: 11.5 eV
E_LUMO: 0.726 eV
F_max: 1.29 eV/Å

Geometry as XYZ:
```
31
Properties=species:S:1:pos:R:3:forces:R:3
C 24.6506 1.9371 -7.1029 -0.2 0.9 -0.9
C 24.9616 2.3392 -5.6798 0.0 -0.7 -0.1
O 24.2447 3.5186 -5.3032 -0.1 0.4 -0.2
P 24.9931 4.7495 -4.6271 0.4 -0.4 0.6
O 24.1024 5.9045 -4.4473 0.1 -0.3 -0.2
O 26.3066 4.9520 -5.5059 -0.3 0.0 0.6
C 26.1472 5.6174 -6.7607 0.0 0.7 -0.8
C 27.4821 6.1492 -7.2316 0.5 -0.6 0.3
O 25.6438 4.1743 -3.2833 0.0 -0.2 -0.9
C 24.7624 4.0259 -2.1384 0.2 1.3 0.0
C 23.6126 3.0716 -2.3496 -0.2 0.4 0.6
H 23.6401 1.5547 -7.2465 0.1 -0.4 0.3
H 24.6725 2.8016 -7.7790 0.2 0.1 0.3
H 25.4047 1.2709 -7.5188 -0.1 -0.4 0.3
H 24.6412 1.5369 -5.0141 0.1 0.1 0.2
H 26.0348 2.4733 -5.5594 0.0 0.2 0.1
H 25.7428 4.9353 -7.5130 -0.1 -0.2 0.2
H 25.4555 6.4580 -6.6625 -0.1 -0.2 0.1
H 28.2360 5.3576 -7.1745 -0.1 0.0 0.0
H 27.4443 6.4507 -8.2765 -0.2 0.2 0.1
H 27.8311 6.9605 -6.5943 -0.1 0.1 -0.1
H 25.4229 3.8810 -1.2863 0.0 -0.6 -0.1
H 24.3727 5.0389 -1.9908 -0.3 -0.2 0.2
H 23.0200 3.0764 -1.4311 0.0 0.0 0.0
H 22.9842 3.5133 -3.1214 -0.2 -0.4 -0.1
H 23.8594 2.0329 -2.5547 0.3 0.1 -0.2
C 21.1827 6.3696 -2.9962 0.7 0.0 0.1
Cl 21.4708 6.3613 -1.2322 0.0 -0.2 -0.3
Cl 20.4591 7.8800 -3.4616 -0.4 0.5 -0.2
Cl 20.2309 4.9956 -3.5207 -0.2 -0.2 0.1
H 22.1426 6.3094 -3.5036 0.1 -0.1 0.2
```
Forces are in eV/Å.

Atom charges from the Mulliken analysis, given in e for atoms 1 to 2: -1.221, -0.145

What is the formula in the second record?
C25H19N3O5